Below is C4H7N3S in the gas phase, with properties calculated with wB97M-V/def2-TZVPD.

Last columns: bonded neighbours and bond lengths (Å).
Geometry (Å):
1 N -2.32 -0.18 0.01  C6 1.307, N13 1.374
2 H 1.82 0.47 1.30  C7 1.084
3 C -0.89 1.83 -0.31  C6 1.480, H11 1.091, H14 1.085, H15 1.116
4 H 3.24 -0.29 0.55  C7 1.113
5 C -0.94 -1.79 -0.36  N9 1.377, H10 1.095, N13 1.292
6 C -1.17 0.38 -0.26  N1 1.307, C3 1.480, N9 1.382
7 C 2.15 -0.38 0.72  H2 1.084, H4 1.113, H8 1.084, S12 1.799
8 H 1.97 -1.31 1.26  C7 1.084
9 N -0.24 -0.61 -0.50  C5 1.377, C6 1.382, S12 1.709
10 H -0.45 -2.76 -0.51  C5 1.095
11 H -1.80 2.38 -0.07  C3 1.091
12 S 1.41 -0.43 -0.92  C7 1.799, N9 1.709
13 N -2.16 -1.54 -0.05  N1 1.374, C5 1.292
14 H -0.15 2.10 0.44  C3 1.085
15 H -0.47 2.13 -1.30  C3 1.116

Properties
SMILES string ... CSn1cnnc1C
Kohn-Sham gap ... 10.0 eV
Electronic energy ... -719.04974 hartree
Energy relative to the best compared isomer or geometry (same formula, charge and spin) ... 1.438 eV
E_LUMO ... 0.499 eV

Want to see where the charge sits? The Löwdin charges in e are:
1 N 0.050
2 H 0.030
3 C -0.033
4 H 0.048
5 C -0.226
6 C -0.428
7 C -0.384
8 H 0.035
9 N -0.368
10 H 0.121
11 H 0.084
12 S 0.906
13 N 0.008
14 H 0.067
15 H 0.091